(1)
106
Properties=species:S:1:pos:R:3:forces:R:3:mulliken_charge:R:1 method="wB97M-V/def2-TZVPD" e_lumo_ev=0.39 smiles="COC(=O)OC.COC(=O)OC.COC(=O)OC.COC(=O)OC.COC(=O)OC.COC(=O)OC.COC(=O)OC.COC(=O)OC.O=C1OCCO1" gap_ev=10.76 relative_energy_kcal_mol=30.99 spin_multiplicity=1 energy_ha=-3091.49374
C 5.594889 5.692048 -1.119905 1.2855 -0.0015 -0.2317 -0.762
O 4.386544 4.943079 -1.182340 0.5100 0.8400 0.2209 -0.253
C 3.570867 5.274516 -2.181814 -0.4550 -1.6301 0.1135 0.665
O 3.694047 6.109873 -3.016011 0.5666 1.0414 -0.1858 -0.599
O 2.557056 4.416117 -2.234790 -1.2318 0.2074 -0.8218 -0.390
C 2.339025 3.402222 -1.288713 0.5580 -0.4288 1.1979 0.045
H 6.153908 5.632564 -2.056105 -0.2672 -0.2010 -0.1614 0.390
H 6.218557 5.233133 -0.358288 -0.2526 -0.0798 0.1768 0.258
H 5.525881 6.755531 -0.902469 -0.7545 -0.0753 0.1648 0.255
H 1.406116 2.875127 -1.476294 -0.0159 0.2946 -0.5673 -0.196
H 2.245735 3.801934 -0.275605 0.1411 0.0788 -0.1047 0.121
H 3.167675 2.689675 -1.296712 -0.1011 -0.0078 0.0510 0.434
C -1.367564 1.930265 -3.845843 0.1522 -0.6020 0.1152 -0.243
O -2.162302 2.116307 -2.679755 -0.6819 -0.7303 0.2556 -0.304
C -1.942188 3.150934 -1.896799 1.0445 1.1374 0.1497 0.940
O -1.133698 4.029743 -2.090170 -0.1732 -0.4249 -0.1501 -0.592
O -2.721951 3.057458 -0.824525 -0.8502 -0.1622 0.1578 -0.317
C -2.360322 3.873413 0.285221 1.4486 0.2541 0.4538 -0.665
H -1.801117 2.489293 -4.671438 0.3548 0.1634 -0.0311 0.376
H -1.425284 0.858275 -4.036606 -0.1841 0.0836 -0.1739 -0.117
H -0.316191 2.129373 -3.639992 -0.1077 0.5461 -0.1695 0.169
H -1.671291 3.279013 0.887044 -0.1604 -0.0532 0.2409 0.168
H -3.180740 4.214731 0.906390 -0.5258 -0.4069 -0.4482 0.252
H -1.774978 4.739944 -0.016395 -0.2356 0.0640 -0.3188 0.366
C 2.089262 -0.903609 -4.683260 -0.1358 0.5271 1.4606 -0.470
O 1.131344 -1.465788 -5.549409 -0.0174 -0.5238 -0.7407 -0.417
C -0.040250 -1.863307 -5.039605 0.3382 0.3622 0.5352 0.800
O -0.477487 -1.521261 -3.964129 -0.0597 -0.0403 -0.0177 -0.353
O -0.606157 -2.676573 -5.899744 -0.1267 0.4902 -0.9156 -0.396
C -1.979054 -3.030176 -5.727625 -0.2217 -1.3167 0.3811 -0.640
H 2.549720 -1.659693 -4.042114 0.0225 -0.1755 -0.2715 0.207
H 1.611605 -0.197283 -3.996890 0.0246 0.0654 -0.1684 0.154
H 2.861497 -0.380961 -5.236638 -0.1744 -0.1688 -0.3890 0.299
H -1.955738 -4.024528 -5.282716 -0.3152 0.1816 0.3509 0.298
H -2.468587 -3.179097 -6.687874 0.4050 0.4887 -0.2684 0.332
H -2.558056 -2.354485 -5.107477 0.2942 0.1517 0.1007 0.227
C 2.781983 -8.215451 -2.400837 -0.5648 -0.2661 0.5445 -0.665
O 2.884435 -6.805813 -2.492097 0.5834 0.3599 -0.6624 -0.362
C 1.979600 -6.033351 -1.901264 0.4683 -0.6626 0.0267 0.746
O 1.103755 -6.413013 -1.176289 -0.5150 0.0715 0.1852 -0.558
O 2.255212 -4.783874 -2.242720 -0.1823 0.3271 -0.1619 -0.314
C 1.375333 -3.808359 -1.707329 -0.4082 0.4806 0.7887 -0.636
H 1.746309 -8.488253 -2.192182 0.0946 -0.1112 -0.0417 0.329
H 3.411837 -8.578319 -1.588363 0.0098 0.0176 -0.0264 0.267
H 3.106986 -8.649408 -3.341826 0.0429 0.1716 -0.0491 0.237
H 0.318385 -4.042582 -1.840643 0.0947 -0.1811 -0.4352 0.236
H 1.619408 -2.855517 -2.166215 0.0261 -0.0941 -0.1684 0.263
H 1.498851 -3.707898 -0.625672 0.2850 -0.1035 -0.0258 0.428
C 3.670256 3.878072 2.433923 -1.2257 -0.3832 0.5224 -0.675
O 4.188403 5.034305 1.791693 0.7324 -1.0494 -0.6497 -0.212
C 4.090854 6.180065 2.420648 -0.5264 0.5068 0.3013 0.744
O 3.520552 6.378162 3.460982 0.0777 0.1220 0.2115 -0.591
O 4.683763 7.101510 1.664585 0.1029 0.3899 -0.8177 -0.220
C 4.526356 8.461097 2.074200 0.2623 -0.2030 1.4429 -0.740
H 4.323146 3.432676 3.182412 0.3591 0.3839 -0.0300 0.393
H 3.409285 3.103320 1.715648 0.3903 0.3591 -0.3841 0.106
H 2.732079 4.145902 2.919893 0.0595 0.0041 0.1740 0.375
H 4.784371 9.163704 1.290913 -0.1058 -0.4133 -0.4167 0.237
H 5.216916 8.613996 2.906005 -0.0025 0.2271 0.0082 0.307
H 3.529411 8.622253 2.478066 -0.1091 0.0819 -0.2749 0.329
C -2.876413 -6.593090 -1.746706 -0.0056 0.0389 0.1907 -0.664
O -3.015459 -5.288697 -1.185425 -0.2748 -0.0764 0.4670 -0.276
C -3.315418 -4.250954 -1.953810 1.5096 0.4443 -0.4041 0.761
O -3.256388 -4.197131 -3.156322 -0.6323 -0.4909 -0.2458 -0.599
O -3.469346 -3.205471 -1.163262 -0.6282 0.2553 0.9595 -0.082
C -3.775002 -1.952491 -1.779963 0.6527 -0.2269 -1.1666 -0.334
H -2.688516 -7.212785 -0.873693 -0.1116 -0.1532 -0.1151 0.226
H -2.018257 -6.683568 -2.410535 -0.0959 0.2596 -0.1515 0.263
H -3.805767 -6.878822 -2.234907 0.0981 -0.1052 -0.1309 0.310
H -3.938919 -1.207383 -1.010394 -0.2041 -0.2034 0.1711 0.070
H -4.597775 -2.070643 -2.484441 -0.3152 0.1123 0.3520 0.415
H -2.927515 -1.676347 -2.416316 0.0913 0.1722 0.1810 -0.063
C -0.606476 -0.079419 4.277824 0.1363 0.1017 -1.2038 -0.581
O -1.439727 -0.394057 5.372357 -0.6779 0.4746 0.5334 -0.076
C -0.884244 -0.409667 6.594724 1.3232 -0.4459 -1.0271 0.660
O 0.294904 -0.284479 6.798963 -0.0345 0.3243 0.3772 -0.567
O -1.807899 -0.689299 7.474797 -1.3931 -0.0095 0.3045 -0.323
C -1.457678 -0.649120 8.852913 0.5434 0.4949 0.2540 -0.672
H -0.417928 -1.007605 3.733089 0.4981 0.0330 0.1875 0.219
H 0.292743 0.480402 4.523227 0.1307 -0.4602 0.3938 0.492
H -1.122389 0.558349 3.552288 -0.4927 -0.0212 0.4148 0.017
H -0.594510 -1.283352 9.039820 -0.1090 -0.1326 0.1018 0.297
H -2.331364 -0.927378 9.431800 -0.0392 -0.3434 -0.2199 0.226
H -1.202732 0.369696 9.149865 0.1164 0.0127 -0.1532 0.306
C -4.306553 0.438609 4.188877 -0.2813 0.1540 -1.1550 -0.739
O -3.844908 -0.753579 3.556765 0.6898 -0.9031 1.0099 -0.302
C -3.883039 -0.941783 2.256339 -1.4569 0.0816 0.1047 0.909
O -4.267244 -0.133474 1.461848 0.2441 0.5744 -0.6227 -0.565
O -3.624313 -2.197235 1.897348 0.6144 -0.0321 -0.3387 -0.170
C -3.126469 -3.125338 2.849724 0.3505 -0.8397 0.1882 -0.744
H -5.253342 0.742137 3.738136 -0.0475 -0.0863 0.1131 0.358
H -3.594770 1.236713 3.983769 0.0777 0.0363 0.4795 0.258
H -4.433393 0.156449 5.226336 0.2204 0.3268 0.1016 0.210
H -3.349584 -4.133268 2.498430 -0.5647 0.2129 -0.0968 0.261
H -3.562122 -2.931948 3.824332 0.1544 -0.1957 0.0532 0.355
H -2.032796 -3.156326 2.887556 -0.0251 0.6821 0.1282 0.233
O 1.911281 1.439340 0.907264 -0.3397 -0.2240 0.1409 -0.624
C 0.994201 0.752011 0.572122 0.1887 0.3326 -0.2438 0.465
O -0.304244 1.008262 0.836835 0.0076 0.1780 0.2862 -0.241
C -1.125505 -0.064829 0.375836 -0.1970 -0.3737 -0.6862 0.802
C -0.161911 -0.846501 -0.511379 -0.9596 0.0111 -1.2761 0.312
O 1.115045 -0.352298 -0.179630 0.6302 -0.3497 0.3142 -0.275
H -1.590534 -0.579583 1.213739 0.2569 -0.0549 0.0159 -0.904
H -1.884980 0.289429 -0.320069 -0.3252 0.4340 0.6438 0.278
H -0.404948 -0.551215 -1.540557 0.4093 -0.0296 -0.0027 -0.143
H -0.226060 -1.933289 -0.543652 0.2200 0.0252 0.7198 0.174

***

(2)
83
Properties=species:S:1:pos:R:3:forces:R:3:mulliken_charge:R:1 method="wB97M-V/def2-TZVPD" charge=+1 s_squared=6.029 e_lumo_ev="-1.62 / -5.10" gap_ev="7.33 / 6.00" spin_multiplicity=5 energy_ha=-1928.11088
Rh 0.107739 0.229446 0.333800 1.1068 -2.5311 -0.7520 -0.398
C -1.730840 1.540236 0.094574 -1.1097 -0.5480 0.9645 0.687
C -2.397733 0.672094 -0.843970 0.6769 0.8879 0.1911 1.259
C -1.992800 -0.573641 1.057484 -1.1651 0.9742 -0.6203 1.256
C -1.610762 0.811122 1.355891 -1.1734 0.1019 -1.0399 0.275
C -2.527070 -0.602345 -0.269640 0.5281 -0.6232 0.9972 0.244
C -1.662516 3.019435 -0.028193 -0.2031 0.2480 -0.1334 -1.764
H -1.292878 3.317449 -1.016994 -0.0609 0.0734 0.2091 0.329
H -1.021777 3.453716 0.744153 -0.1071 0.0233 -0.2307 0.279
H -2.669847 3.438199 0.095602 0.1857 0.1202 -0.0645 0.349
C -1.611385 1.401076 2.724060 0.1892 -0.0465 0.3485 -1.577
H -1.410270 2.477669 2.709881 -0.0726 -0.2883 0.0429 0.393
H -0.852293 0.906488 3.345251 -0.2875 0.3100 -0.0127 0.124
H -2.591198 1.243775 3.201660 0.2346 0.0701 -0.1337 0.291
C -2.162674 -1.647514 2.065924 0.0712 -0.3440 0.1110 -1.094
H -3.228732 -1.751697 2.316138 0.2391 -0.0718 0.0260 0.425
H -1.601109 -1.427085 2.976858 -0.2529 -0.1094 -0.2425 -0.152
H -1.809317 -2.612377 1.673409 -0.1564 0.1604 0.2023 0.136
C -3.133624 -1.799264 -0.915424 0.0082 -0.3207 -0.2708 -1.726
H -4.231219 -1.805928 -0.845584 0.2212 0.0953 0.0068 0.328
H -2.773165 -2.717795 -0.437464 -0.1918 0.2070 -0.1472 0.422
H -2.871856 -1.846771 -1.984915 -0.1221 -0.0419 0.3071 0.277
C -2.896157 1.103640 -2.179757 0.0745 0.0204 -0.6713 -1.303
H -3.884296 1.603490 -2.141737 0.4097 -0.2334 0.2082 0.367
H -2.994197 0.250472 -2.872109 -0.0029 0.3450 0.3322 0.329
H -2.199724 1.821060 -2.647284 -0.2690 -0.2300 0.1762 0.129
C 1.576003 0.447786 -3.295298 -0.3201 0.4262 -0.1924 0.466
C 0.551723 1.298632 -3.451916 0.5274 -0.1733 0.0846 0.284
C -0.059656 1.550248 -4.799170 -0.2070 0.5948 -0.2399 -1.291
C -0.936693 0.433839 -5.437687 -0.4049 0.0761 -0.2279 -1.184
C -1.040678 -0.853641 -4.672190 0.2433 -0.3506 -0.1678 -0.273
C -0.004008 -1.687111 -4.550071 -0.3350 0.0057 -0.0813 -0.399
C 1.333106 -1.384125 -5.162395 0.0441 -0.4358 -0.2852 -0.994
C 2.170624 -0.275852 -4.474185 0.6354 -0.0245 0.0720 -1.258
H 0.737444 1.796506 -5.518049 -0.1297 -0.0077 0.2583 0.470
H -0.553538 0.242523 -6.452581 -0.0928 -0.0755 0.2960 0.428
H -0.689470 2.447298 -4.725783 0.2501 -0.1244 -0.0546 0.422
H 2.428224 0.465018 -5.246833 0.0282 -0.1148 0.2757 0.435
H 2.094607 0.306267 -2.343914 -0.3582 0.1419 0.0073 0.120
H 0.175946 1.934296 -2.646973 0.1776 -0.4076 0.1402 0.126
H 3.116869 -0.732340 -4.155255 -0.1356 0.2160 -0.0885 0.380
H 1.923915 -2.309727 -5.174015 -0.1184 0.2259 -0.0162 0.393
H -0.082158 -2.657820 -4.054277 -0.2608 0.3216 0.0273 0.475
H 1.206388 -1.110219 -6.221213 -0.0850 -0.0691 0.2737 0.407
H -1.951043 0.831174 -5.583617 0.2724 -0.0907 0.0414 0.299
H -2.032163 -1.086866 -4.287166 0.2916 -0.2352 0.1027 0.747
P 1.722843 1.820214 0.621883 0.0453 0.4720 0.1104 1.096
C 1.392158 2.650866 2.216500 0.4819 0.0185 0.0537 -1.066
H 2.262936 3.265487 2.477187 -0.1991 -0.0180 0.1015 0.570
H 1.231460 1.890018 2.991712 0.0350 0.4822 -0.3116 -0.088
H 0.505420 3.290561 2.145030 0.2976 -0.1873 -0.0012 0.202
C 3.410417 1.157539 0.797732 0.2274 0.3816 0.1089 -0.749
H 4.056547 1.944267 1.212833 0.0527 -0.2762 -0.1202 0.474
H 3.793449 0.854755 -0.186418 -0.1024 0.0503 0.2619 0.324
H 3.406632 0.292318 1.472528 -0.0191 0.3225 -0.2950 -0.166
C 1.899835 3.229150 -0.515394 0.3414 0.1702 0.0442 -1.274
H 2.327942 2.894893 -1.469409 -0.1413 0.1071 0.2001 0.323
H 2.570069 3.965079 -0.046926 -0.1249 -0.0839 -0.2641 0.511
H 0.926234 3.700207 -0.698949 0.2791 -0.1700 0.0573 0.309
P 0.989747 -2.363260 -0.103647 -0.1039 -0.1692 0.2337 1.385
C -0.206174 -3.585813 -0.794508 0.1278 0.1580 -0.4819 -1.316
H 0.317925 -4.455914 -1.216838 -0.1262 0.2182 0.1352 0.520
H -0.818515 -3.112667 -1.574509 0.1840 -0.2667 0.2087 0.017
H -0.855417 -3.934131 0.022110 0.1776 0.1575 -0.2726 0.442
C 2.564965 -2.561634 -1.046482 -0.1040 0.0163 -0.0760 -1.154
H 2.374241 -2.613645 -2.128339 0.0989 0.0602 0.3015 0.238
H 3.094505 -3.466686 -0.708551 -0.2066 0.2596 -0.2517 0.505
H 3.195987 -1.685385 -0.833613 -0.1472 -0.2815 -0.1346 0.184
C 1.432142 -3.330433 1.400185 -0.0678 0.2683 -0.0374 -1.555
H 1.658190 -4.372832 1.140467 -0.0442 0.2429 -0.0254 0.605
H 0.582650 -3.286934 2.092660 0.3025 -0.1065 -0.1031 0.214
H 2.299156 -2.859930 1.871987 -0.2084 -0.2936 -0.1218 0.319
C 0.283382 -1.309282 4.588911 -0.0161 -0.5072 -0.0292 -1.580
C 1.263874 -0.663227 3.611020 -0.0989 0.9273 0.5836 0.853
C 2.670570 -1.245577 3.738989 -0.0012 -0.6222 0.0738 -1.831
O 0.792398 -0.803579 2.314943 -0.0377 0.3083 -0.0017 0.401
H 0.045947 -2.327443 4.265478 0.1180 0.0367 0.1341 0.316
H -0.649704 -0.754507 4.638726 0.0073 0.0850 0.0782 0.349
H 0.717426 -1.343645 5.589965 0.0343 0.0269 -0.0851 0.467
H 1.322562 0.399392 3.905221 0.0753 -0.1886 -0.1697 0.030
H 2.611037 -2.340074 3.799737 0.1381 0.2990 0.1269 0.519
H 3.277655 -0.991229 2.874298 0.0806 0.0255 0.0629 0.275
H 3.156764 -0.853856 4.637650 -0.1492 -0.0712 -0.1233 0.394